Model P:
A gas-phase ion, C4H8NOS (charge +1), computed with wB97M-V/def2-TZVPD.

Geometry (Å):
C (0.9109, -0.2762, 0.5904)
C (-1.5058, 0.2419, 0.0383)
C (-2.2478, 1.4641, -0.2279)
C (2.9659, -1.0772, -0.2249)
N (-0.3182, 0.0904, 0.3408)
O (1.6081, -0.7823, -0.2939)
S (-2.5290, -1.5265, 0.1590)
H (1.2641, -0.0702, 1.6253)
H (-2.2619, 1.8317, 0.8779)
H (-3.3043, 1.2342, -0.3941)
H (-1.6604, 2.1682, -0.8703)
H (3.2507, -0.9067, 0.7552)
H (3.6386, -0.3443, -0.6872)
H (3.2747, -2.1008, -0.6459)
H (-3.2276, -1.4542, -1.0262)

Calculated values
HOMO energy, eV: -13.681
Orbital gap, eV: 9.19
Charge: +1



Model Q:
A gas-phase ion, C4H8NOS (charge +1), computed with wB97M-V/def2-TZVPD.

Geometry (Å):
C (0.5500, -0.0219, -0.3434)
C (-0.9568, 0.3938, -0.5463)
C (1.7667, 0.8067, -0.2678)
C (-2.1939, -0.4976, -0.4648)
N (3.0076, 0.3852, 0.0576)
O (0.8097, -1.3582, -0.0223)
S (-3.5821, 0.2871, 0.1312)
H (-1.2262, 1.1313, 0.1957)
H (-1.1036, 0.9285, -1.5890)
H (1.7105, 1.7875, -0.6140)
H (-2.2763, -1.6107, -0.5939)
H (0.3032, -2.1770, -0.4535)
H (3.7113, 1.0795, 0.1798)
H (3.1023, -0.5404, 0.4493)
H (-4.4353, -0.6599, -0.0521)

Calculated values
HOMO energy (alpha / beta), eV: -12.919 / -10.831
Orbital gap (alpha / beta), eV: 9.00 / 4.47
Charge: +1



Model R:
A gas-phase ion, C4H8NOS (charge +1), computed with wB97M-V/def2-TZVPD.

Geometry (Å):
C (0.6161, -1.0365, 0.5000)
C (0.3154, -0.2211, 1.6795)
C (0.1654, 0.0663, -0.5072)
C (-1.2896, -0.3749, -1.5185)
N (-0.2033, 0.8649, 0.7174)
O (1.1128, -2.1253, 0.3983)
S (1.2758, 1.0203, -1.4905)
H (-0.3653, -0.4932, 2.4398)
H (1.1816, 0.0159, 2.2516)
H (-1.9827, 0.5092, -1.5949)
H (-1.7255, -1.3086, -1.1166)
H (-0.6920, -0.5696, -2.3312)
H (-1.1917, 1.1740, 0.8586)
H (0.3360, 1.8246, 0.6671)
H (2.4470, 0.6542, -0.9536)

Calculated values
HOMO energy, eV: -14.511
Orbital gap, eV: 10.30
SMILES string: C[C@@]1(S)[NH2+]CC1=O
Charge: +1



Most stable: model R



Model P:
A single C3H8S2 molecule, computed with wB97M-V/def2-TZVPD.

Geometry (Å):
C (-0.9186, 0.3030, 0.7879)
C (0.1205, 1.2090, 0.1556)
C (1.1397, 0.5699, -0.7573)
H (-2.4579, -1.4574, 0.3644)
H (-0.6232, -0.4839, 1.5310)
H (-1.4017, 0.8823, 1.5358)
H (-0.5723, 2.0032, -0.3640)
H (0.7716, 1.4886, 0.9729)
H (1.8462, 1.3700, -0.9746)
H (0.7125, 0.1033, -1.6438)
H (2.9350, -1.1786, -0.4328)
S (-2.1634, -0.3779, -0.3156)
S (1.9596, -0.5733, 0.1840)

Calculated values
HOMO energy, eV: -8.967
Orbital gap, eV: 9.77
SMILES string: SCCCS



Model Q:
A single C3H8S2 molecule, computed with wB97M-V/def2-TZVPD.

Geometry (Å):
C (-2.1372, -1.1646, 0.0199)
C (-0.7374, -0.3842, 0.3399)
C (0.4763, -1.0300, -0.3757)
H (-2.9606, -0.7469, 0.5896)
H (-2.1246, -2.1670, 0.5503)
H (-2.3799, -1.3926, -1.0877)
H (-0.6355, -0.4938, 1.4313)
H (0.4747, 1.7000, -0.1546)
H (0.3156, -1.0948, -1.4536)
H (0.6070, -2.0991, -0.0594)
H (2.1881, -0.0392, 1.3656)
S (-0.8567, 1.4612, -0.0834)
S (2.0382, -0.0983, 0.0155)

Calculated values
HOMO energy, eV: -8.987
Orbital gap, eV: 9.75
SMILES string: C[C@H](S)CS



Most stable: model Q



Model P:
A single C3H8S2 molecule, computed with wB97M-V/def2-TZVPD.

Geometry (Å):
C (1.8277, -0.3449, -0.4698)
C (2.9091, 0.7517, -0.3330)
C (0.6018, 0.1840, 0.4142)
S (-0.5830, -1.0628, -0.2263)
S (-2.3400, 0.6144, 0.5000)
H (2.0101, -1.3055, -0.0424)
H (1.5920, -0.3567, -1.5363)
H (3.3677, 0.9337, 0.6392)
H (3.7829, 0.3315, -0.8973)
H (2.5437, 1.6412, -0.8783)
H (0.2975, 1.1927, 0.1627)
H (0.6702, -0.0205, 1.4724)
H (-1.7369, 1.0651, -0.5642)

Calculated values
HOMO energy, eV: -9.118
Orbital gap, eV: 7.83
SMILES string: CCCSS



Model Q:
A single C3H8S2 molecule, computed with wB97M-V/def2-TZVPD.

Geometry (Å):
C (-2.1939, -0.5496, 0.3126)
C (0.2636, 0.6045, 0.0491)
C (1.6695, 0.5833, -0.5038)
H (-2.9168, -1.3132, 0.0001)
H (-2.6563, 0.4306, 0.3582)
H (-1.9759, -0.7892, 1.3559)
H (0.2951, 0.5090, 1.1623)
H (-0.1656, 1.6501, -0.0227)
H (2.1872, 1.4776, -0.0727)
H (1.6953, 0.6700, -1.5913)
H (1.8675, -1.8026, -0.3083)
S (-0.7396, -0.6355, -0.7655)
S (2.6698, -0.8351, 0.0261)

Calculated values
HOMO energy, eV: -8.770
Orbital gap, eV: 9.65
SMILES string: CSCCS



Most stable: model Q



Model P:
2 unconnected molecules or ions with the total composition C3H8S2, computed with wB97M-V/def2-TZVPD.

Geometry (Å):
C (-2.0550, 2.0827, 0.2657)
C (-1.7905, 0.8813, -0.1965)
H (-2.6340, 2.8058, -0.3030)
H (-1.7918, 2.4898, 1.2356)
H (-2.1170, 0.5878, -1.1881)
H (-1.3587, 0.0899, 0.3973)
C (0.7039, -1.5267, -0.2711)
S (2.4433, -2.1525, -0.1467)
S (3.4895, -0.9026, 1.0728)
H (0.6809, -0.4830, 0.0115)
H (0.0244, -2.1354, 0.3167)
H (0.4353, -1.6719, -1.3165)
H (3.9697, -0.0652, 0.1222)

Calculated values
HOMO energy, eV: -9.122
Orbital gap, eV: 9.77
SMILES string: C=C.CSS



Model Q:
A single C3H8S2 molecule, computed with wB97M-V/def2-TZVPD.

Geometry (Å):
C (-0.3120, -1.9383, -0.9749)
C (0.5505, -1.1975, 0.0154)
S (-0.5184, -0.3946, 1.2626)
S (0.4746, 1.3026, 1.7314)
C (-0.1392, 2.5464, 0.5690)
H (-0.8601, -1.2635, -1.6199)
H (-1.0362, -2.5882, -0.4901)
H (0.3008, -2.5605, -1.6471)
H (1.1677, -1.8689, 0.5964)
H (1.1366, -0.4023, -0.4258)
H (-0.5514, 2.0720, -0.3207)
H (-0.9347, 3.1465, 1.0113)
H (0.7220, 3.1464, 0.2922)

Calculated values
HOMO energy, eV: -8.849
Orbital gap, eV: 9.74
SMILES string: CCSSC



Most stable: model Q



Model P:
A single C2H10N6 molecule, computed with wB97M-V/def2-TZVPD.

Geometry (Å):
C (0.5474, 0.7760, -2.3971)
C (0.4114, -0.3559, -1.2838)
N (-1.4304, -0.1416, 1.6347)
N (-1.4086, -0.2294, 0.2519)
N (-0.2469, -0.9721, 1.9378)
N (-0.1717, 0.1445, -0.1054)
N (0.7461, -0.2932, 1.2745)
N (1.1322, 0.8527, 1.9382)
H (1.3232, 0.2695, -3.1147)
H (1.0267, 1.5804, -1.9720)
H (-0.4129, 0.9929, -2.9474)
H (1.4185, -0.7340, -0.9102)
H (-0.2078, -1.1455, -1.7182)
H (-2.2450, -0.4388, 2.0776)
H (-1.8346, -1.1444, -0.0342)
H (-0.3999, -1.9244, 1.6743)
H (0.1996, 1.2660, 2.3963)
H (1.5527, 1.4974, 1.2977)

Calculated values
HOMO energy, eV: -7.764
Orbital gap, eV: 8.78
SMILES string: CCn1[nH][nH][nH]n1N



Model Q:
A molecular structure, C2H10N6, computed with wB97M-V/def2-TZVPD.

Geometry (Å):
C (1.4907, 0.0051, 0.0607)
N (-0.2351, -0.8686, -0.2387)
N (-0.2316, -2.1504, 0.3745)
N (-2.3535, 1.9398, 0.2294)
N (2.4495, -0.9005, -0.3323)
N (1.3951, 1.2160, -0.5365)
C (-1.2355, -0.0457, 0.0750)
N (-1.2103, 1.2309, -0.2191)
H (1.3579, 0.0326, 1.1412)
H (-0.6669, -2.8090, -0.2637)
H (-0.7595, -2.1663, 1.2500)
H (-2.4173, 2.8302, -0.2503)
H (-2.2927, 2.1561, 1.2259)
H (2.5518, -0.9841, -1.3359)
H (2.3075, -1.8106, 0.0901)
H (0.3650, 1.5980, -0.3880)
H (1.5706, 1.1721, -1.5364)
H (-2.0857, -0.4456, 0.6542)

Calculated values
HOMO energy, eV: -7.569
Orbital gap, eV: 8.61



Most stable: model Q



Model P:
A single C3H9N3O2 molecule, computed with wB97M-V/def2-TZVPD.

Geometry (Å):
C (1.2516, -0.4249, -1.2821)
C (0.7788, 0.5773, -0.2433)
N (-1.4272, 1.9535, -0.4603)
O (-0.9088, 0.6754, -0.7403)
O (1.2765, 1.6966, -0.1358)
H (-1.8000, 1.9112, 0.4916)
H (-0.6079, 2.5711, -0.4123)
H (2.2841, -0.7094, -1.0693)
H (1.1991, 0.0697, -2.2512)
H (0.6273, -1.3180, -1.3246)
N (-1.2495, -1.6387, 0.7895)
C (0.4805, -0.2071, 1.2058)
N (-0.8990, -0.4568, 1.1298)
H (-2.2261, -1.7737, 0.5655)
H (-0.5768, -2.3335, 0.4668)
H (1.1066, -1.1017, 1.2787)
H (0.6906, 0.5089, 1.9915)

Calculated values
HOMO energy, eV: -7.909
Orbital gap, eV: 6.91



Model Q:
2 unconnected molecules or ions with the total composition C3H9N3O2, computed with wB97M-V/def2-TZVPD.

Geometry (Å):
C (1.8738, -0.3479, -1.4602)
N (1.8905, 0.3129, -0.1562)
C (1.6898, -0.5715, 0.9665)
N (0.5663, -0.4721, 1.5056)
H (2.7765, 0.8004, -0.0481)
H (0.1315, 0.2519, 0.7964)
H (2.5066, -1.1714, 1.3762)
H (2.6334, -1.1339, -1.5524)
H (2.0598, 0.3980, -2.2322)
H (0.8882, -0.7873, -1.6048)
C (-2.6659, 0.5797, 0.0886)
N (-2.5529, -0.1180, 1.2317)
O (-1.4558, 0.7686, -0.5104)
O (-3.6921, 0.9983, -0.3862)
H (-1.5946, 1.3159, -1.2935)
H (-3.3959, -0.3808, 1.7095)
H (-1.6591, -0.4428, 1.5694)

Calculated values
HOMO energy, eV: -9.680
Orbital gap, eV: 10.44
SMILES string: [H]/N=C\NC.NC(=O)O



Most stable: model Q